# 1
Molecular formula: CH6S3
Method: DFT, the ωB97M-V functional and the def2-TZVPD basis

Summary:
* charge: +1
* <S²>: 0.75
* energy above the lowest of the compared OMol25 structures with the same formula, charge and spin: 0.837 eV
* multiplicity: 2
* calculated total energy: -33630.3565 eV
* E_HOMO (spin up / spin down): -12.76 / -12.71 eV

```
10
CH6S3, DFT the ωB97M-V functional and the def2-TZVPD basis
S 1.382 -0.408 -1.028
S 1.696 0.089 0.926
H 1.011 0.859 -1.307
H 2.289 1.257 0.593
C -1.621 0.808 0.966
S -2.172 -0.286 -0.348
H -0.678 0.343 1.261
H -2.255 0.921 1.837
H -1.352 1.810 0.624
H -3.494 -0.094 -0.369
```

Löwdin atomic charge list, values in e, 6 entries:
1. S 0.585
2. S 0.608
3. H -0.100
4. H -0.090
5. C -0.515
6. S 0.643

# 2
Molecular formula: CH6SSi
Method: DFT, the ωB97M-V functional and the def2-TZVPD basis

Summary:
* charge: 0
* energy above the lowest of the compared OMol25 structures with the same formula, charge and spin: 1.302 eV
* structure (SMILES): [SiH3]CS
* calculated total energy: -19846.0477 eV
* E_HOMO: -9.00 eV

```
9
CH6SSi, DFT the ωB97M-V functional and the def2-TZVPD basis
C -0.466 0.348 -0.600
Si 0.131 -0.907 0.683
S 0.911 1.343 -1.232
H -0.820 0.011 -1.578
H -1.389 0.840 -0.286
H 0.512 -0.039 1.843
H 1.166 -1.761 0.266
H -1.240 -1.728 0.962
H 1.195 1.893 -0.058
```

Löwdin atomic charge list, values in e, 6 entries:
1. C -0.825
2. Si 0.571
3. S 0.613
4. H 0.005
5. H 0.026
6. H -0.067

# 3
Molecular formula: CH6SSi
Method: DFT, the ωB97M-V functional and the def2-TZVPD basis

Summary:
* charge: 0
* energy above the lowest of the compared OMol25 structures with the same formula, charge and spin: 2.216 eV
* structure (SMILES): [SiH3]CS
* calculated total energy: -19845.1346 eV
* E_HOMO: -8.80 eV

```
9
CH6SSi, DFT the ωB97M-V functional and the def2-TZVPD basis
C -0.418 0.199 -0.531
Si 0.504 -1.009 0.749
S 0.431 1.661 -1.092
H -0.987 -0.227 -1.390
H -1.401 0.662 0.198
H 0.926 -0.526 1.946
H 1.760 -1.375 0.135
H -0.538 -1.981 0.609
H -0.276 2.595 -0.623
```

Löwdin atomic charge list, values in e, 6 entries:
1. C -0.820
2. Si 0.622
3. S 0.605
4. H 0.006
5. H 0.104
6. H -0.122

# 4
Molecular formula: CH7BrOSi2
Method: DFT, the ωB97M-V functional and the def2-TZVPD basis

Summary:
* charge: 0
* energy above the lowest of the compared OMol25 structures with the same formula, charge and spin: 4.531 eV
* calculated total energy: -88993.7899 eV
* E_HOMO (spin up / spin down): -8.90 / -7.72 eV

```
12
CH7BrOSi2, DFT the ωB97M-V functional and the def2-TZVPD basis
C 1.038 3.246 -0.264
O -0.194 -1.357 0.307
Si 0.146 -2.831 -0.324
Si -0.783 0.082 0.707
Br -2.811 0.219 -0.193
H 0.033 3.666 -0.723
H 1.236 3.101 0.846
H 1.918 3.115 -1.055
H 1.520 -2.640 -0.195
H -0.316 -3.449 -1.633
H -0.658 -3.638 0.542
H -1.130 0.485 1.984
```

Löwdin atomic charge list, values in e, 6 entries:
1. C -0.023
2. O -0.599
3. Si 0.544
4. Si 0.162
5. Br 0.240
6. H 0.013

# 5
Molecular formula: CH7ClN4S2
Method: DFT, the ωB97M-V functional and the def2-TZVPD basis

Summary:
* charge: +2
* energy above the lowest of the compared OMol25 structures with the same formula, charge and spin: 0.014 eV
* calculated total energy: -41280.2219 eV
* E_HOMO: -17.31 eV

```
15
CH7ClN4S2, DFT the ωB97M-V functional and the def2-TZVPD basis
C -0.413 -0.839 -0.156
N -1.676 -0.355 -0.411
N 0.547 0.058 -0.351
N -1.892 1.044 -0.374
N 1.804 -0.277 -0.189
S -0.009 -2.396 0.340
S 2.176 -0.131 1.925
Cl 2.873 0.991 -0.852
H -2.456 -0.852 0.062
H 0.387 0.974 -0.659
H -2.942 1.251 -0.194
H -1.522 1.615 0.384
H -1.502 1.501 -1.216
H 1.221 -2.014 0.217
H 3.405 -0.570 1.474
```

Löwdin atomic charge list, values in e, 6 entries:
1. C -0.633
2. N 0.050
3. N -0.166
4. N 0.216
5. N -0.670
6. S 1.118

# 6
Molecular formula: CH7IN3
Method: DFT, the ωB97M-V functional and the def2-TZVPD basis

Summary:
* charge: +1
* energy above the lowest of the compared OMol25 structures with the same formula, charge and spin: 3.086 eV
* structure (SMILES): N[C@@H](I)N[NH3+]
* calculated total energy: -13712.9752 eV
* E_HOMO: -13.43 eV

```
12
CH7IN3, DFT the ωB97M-V functional and the def2-TZVPD basis
C -0.600 -0.435 -0.671
N -0.048 -1.306 0.259
N 0.170 0.725 -0.699
N 0.434 1.170 0.571
I -2.922 0.063 -0.038
H -0.788 -0.778 -1.780
H -0.531 -1.654 1.093
H 0.683 -1.941 -0.114
H -0.125 1.418 -1.407
H 0.624 0.241 1.066
H 1.242 1.760 0.446
H -0.457 1.492 1.000
```

Löwdin atomic charge list, values in e, 6 entries:
1. C -0.647
2. N -0.013
3. N -0.101
4. N 0.159
5. I 0.548
6. H 0.143

# 7
Molecular formula: CH7N2O
Method: DFT, the ωB97M-V functional and the def2-TZVPD basis

Summary:
* charge: -1
* energy above the lowest of the compared OMol25 structures with the same formula, charge and spin: 0.204 eV
* calculated total energy: -6178.1340 eV
* E_HOMO: -2.74 eV

```
11
CH7N2O, DFT the ωB97M-V functional and the def2-TZVPD basis
N -0.325 0.112 2.486
H 0.038 0.613 1.647
H -1.062 -0.455 2.065
H 0.458 -0.494 2.756
N -0.475 -1.031 -1.257
C 0.261 0.322 -1.380
O 0.701 0.761 -0.216
H -1.481 -0.907 -1.307
H -0.282 -1.195 -0.276
H -0.493 0.976 -1.907
H 1.049 0.126 -2.121
```

Löwdin atomic charge list, values in e, 6 entries:
1. N -0.034
2. H -0.033
3. H -0.022
4. H -0.011
5. N -0.055
6. C -0.613

# 8
Molecular formula: CH7N2O
Method: DFT, the ωB97M-V functional and the def2-TZVPD basis

Summary:
* charge: -1
* energy above the lowest of the compared OMol25 structures with the same formula, charge and spin: 0.530 eV
* calculated total energy: -6177.8079 eV
* E_HOMO: -2.53 eV

```
11
CH7N2O, DFT the ωB97M-V functional and the def2-TZVPD basis
N -1.821 1.016 -1.456
H -2.488 1.055 -0.691
H -1.891 0.116 -1.875
H -0.971 1.142 -0.896
N 0.751 0.247 0.127
C 1.108 -0.785 1.229
O 2.130 -1.529 1.004
H 1.622 0.542 -0.328
H 0.450 -0.377 -0.626
H 1.050 -0.157 2.168
H 0.059 -1.269 1.346
```

Löwdin atomic charge list, values in e, 6 entries:
1. N -0.015
2. H -0.009
3. H -0.024
4. H -0.038
5. N -0.071
6. C -0.695